10
Properties=species:S:1:pos:R:3:forces:R:3:mulliken_charge:R:1 method="wB97M-V/def2-TZVPD" homo_ev="-8.27 / -8.25" lumo_ev="-0.127 / -0.731" e_above_lowest_kj_mol=394.9 gap_ev="8.14 / 7.51"
C 0.991045 -0.297230 -0.337262 0.115 0.288 -0.433 -0.053
C 1.199096 0.949515 -0.702763 -1.985 -0.758 1.008 -0.205
C -0.397469 -0.715746 0.278447 1.119 -3.890 0.325 -0.260
N -1.430040 0.242843 0.408769 -1.877 1.059 -0.860 -0.231
F 2.126709 1.715080 -1.144205 0.992 0.091 -0.309 -0.174
S -1.055148 1.758043 0.893849 0.496 0.190 -0.064 -0.167
H 1.814688 -1.072192 -0.354284 -1.155 0.787 -0.025 0.309
H -0.818452 -1.702075 -0.276011 0.964 2.353 1.160 0.303
H -0.063131 -1.086437 1.321783 -0.801 0.487 -1.339 0.184
H -2.367299 0.208200 -0.088323 2.131 -0.606 0.539 0.296